{
  "formula": "C54H53ClMoN6O6P2S2",
  "method": "the ωB97M-V functional and the def2-TZVPD basis",
  "e_tot_ha": -4876.49750,
  "total_charge": 2,
  "de_lowest_ev": 0.0000,
  "spin_multiplicity": 3,
  "gap_ev": [6.841, 6.402],
  "species": ["Mo", "C", "N", "C", "N", "C", "C", "C", "C", "C", "C", "C", "C", "C", "C", "C", "C", "C", "C", "P", "C", "N", "C", "C", "N", "C", "C", "C", "C", "C", "C", "C", "C", "C", "C", "C", "C", "C", "C", "N", "C", "C", "N", "C", "C", "C", "C", "C", "C", "C", "C", "C", "C", "C", "C", "C", "H", "H", "H", "H", "H", "H", "H", "H", "H", "H", "H", "H", "H", "H", "H", "H", "H", "H", "H", "H", "H", "H", "H", "H", "H", "H", "H", "H", "H", "H", "H", "H", "H", "H", "H", "H", "H", "H", "H", "C", "C", "C", "O", "P", "S", "S", "O", "C", "C", "C", "H", "H", "H", "H", "H", "H", "H", "H", "H", "H", "H", "H", "H", "H", "O", "Cl", "O", "O", "O"],
  "positions_angstrom": [[-0.413939, -0.444254, -0.142496], [-4.568378, 3.134415, -1.068079], [-3.383281, 2.312732, -1.299004], [-2.825247, 1.449878, -0.424136], [-1.782848, 0.875701, -1.012382], [-1.659882, 1.370288, -2.281184], [-2.668003, 2.282801, -2.472740], [-2.980303, 3.114852, -3.644838], [-2.005962, 3.986304, -4.128576], [-2.264095, 4.760894, -5.248317], [-3.494214, 4.669473, -5.885345], [-4.465914, 3.801687, -5.406761], [-4.212172, 3.021454, -4.288935], [-0.605714, 0.822356, -3.123625], [0.531522, 0.301988, -2.502400], [1.529693, -0.345890, -3.210121], [1.385579, -0.479626, -4.583511], [0.262255, 0.035052, -5.218324], [-0.733357, 0.681072, -4.499277], [-3.026168, 1.453006, 1.383882], [-2.730579, -0.287684, 1.823574], [-1.708862, -1.056144, 1.438320], [-1.776383, -2.233103, 2.152295], [-2.853978, -2.152553, 2.996935], [-3.441943, -0.927367, 2.770046], [-4.635383, -0.432441, 3.454040], [-3.324294, -3.118786, 4.002766], [-3.529508, -4.449105, 3.643903], [-3.933826, -5.370397, 4.596810], [-4.133005, -4.971735, 5.911062], [-3.917880, -3.650288, 6.277306], [-3.510093, -2.727205, 5.327559], [-0.821943, -3.361604, 2.111141], [-0.833717, -4.291480, 1.075955], [-0.014958, -5.409297, 1.142748], [0.802939, -5.610493, 2.245494], [0.809621, -4.689646, 3.284256], [-0.001295, -3.568621, 3.218476], [-1.295680, 1.959789, 1.669294], [-0.252299, 1.420422, 1.037269], [0.877014, 2.092462, 1.459563], [0.497551, 3.031393, 2.382571], [-0.873850, 2.931846, 2.495688], [-1.720002, 3.790033, 3.324458], [1.312534, 4.010215, 3.119201], [2.134942, 4.887676, 2.416703], [2.927772, 5.793126, 3.104223], [2.902295, 5.827392, 4.491363], [2.086808, 4.951977, 5.195644], [1.295766, 4.042161, 4.512231], [2.221653, 1.893152, 0.889909], [2.437166, 2.208500, -0.450087], [3.704635, 2.086296, -1.002630], [4.763632, 1.671481, -0.208528], [4.556844, 1.383240, 1.134475], [3.290344, 1.491702, 1.685052], [-4.743914, 3.211365, 0.001694], [-5.431325, 2.676592, -1.546775], [-4.400932, 4.123386, -1.486270], [-1.047598, 4.053822, -3.627638], [-1.507394, 5.437776, -5.621197], [-3.695226, 5.276190, -6.758051], [-5.420532, 3.725161, -5.909469], [-4.958395, 2.322944, -3.931384], [0.773424, 0.578600, -1.450798], [2.404009, -0.725304, -2.699687], [2.152125, -0.980139, -5.159087], [0.153621, -0.077902, -6.288770], [-1.620708, 1.046410, -4.998954], [-5.294878, -1.275395, 3.644318], [-5.142586, 0.290251, 2.821254], [-4.370705, 0.035732, 4.399642], [-3.359860, -4.765090, 2.622275], [-4.091468, -6.402158, 4.313005], [-4.448853, -5.692752, 6.652892], [-4.056757, -3.341511, 7.304521], [-3.313436, -1.704427, 5.627160], [-1.490447, -4.144615, 0.228531], [-0.026632, -6.131572, 0.337131], [1.432231, -6.488954, 2.298726], [1.443372, -4.848112, 4.146465], [-0.011249, -2.854293, 4.033237], [-1.217687, 4.744334, 3.452591], [-1.884439, 3.337906, 4.300403], [-2.672245, 3.946070, 2.824789], [2.155663, 4.857947, 1.334331], [3.565169, 6.473775, 2.556261], [3.522076, 6.535183, 5.025049], [2.074799, 4.971532, 6.276942], [0.679807, 3.342038, 5.065010], [1.620113, 2.592742, -1.051810], [3.866611, 2.336343, -2.043103], [5.755057, 1.583663, -0.632363], [5.387128, 1.071015, 1.753592], [3.126914, 1.265773, 2.731632], [-3.001332, -4.103139, -4.053924], [-4.323852, -3.871160, -3.362098], [-5.111431, -5.136336, -3.118785], [-4.093053, -3.291352, -2.026166], [-3.681956, -1.786765, -1.773119], [-4.211617, -0.545093, -3.134875], [-1.606499, -2.007106, -1.533378], [-4.206028, -1.525204, -0.298678], [-5.575976, -1.796837, 0.172993], [-6.643739, -1.414072, -0.828953], [-5.676425, -3.234143, 0.637509], [-3.180025, -4.573662, -5.021230], [-2.369780, -4.766806, -3.460937], [-2.469816, -3.166983, -4.230193], [-4.921647, -3.142319, -3.911517], [-4.535405, -5.834675, -2.510200], [-5.337895, -5.617297, -4.070090], [-6.053591, -4.921244, -2.614818], [-5.653466, -1.128847, 1.032681], [-6.605994, -2.042549, -1.718762], [-6.558622, -0.373555, -1.138539], [-7.615961, -1.559760, -0.355965], [-5.781178, -3.914464, -0.206085], [-6.546850, -3.349635, 1.285383], [-4.787682, -3.516229, 1.200563], [1.138682, -0.885064, 1.282982], [1.954034, -1.831694, 0.424029], [0.865657, -2.150643, -0.581871], [2.353848, -2.960884, 1.135928], [2.994761, -1.128096, -0.210827]],
  "forces_ev_per_angstrom": [[-0.5508, -0.9796, 0.3393], [0.0254, -0.0506, 0.0096], [0.0250, 0.0920, 0.0472], [0.0260, -0.0400, -0.0470], [-0.1067, 0.0097, 0.0350], [0.0146, -0.0061, 0.0786], [-0.0573, 0.0141, -0.0185], [0.0416, -0.0233, 0.0078], [-0.0040, 0.0038, -0.0296], [-0.0022, -0.0163, 0.0131], [0.0037, 0.0220, -0.0068], [-0.0116, -0.0168, 0.0075], [0.0150, 0.0039, 0.0058], [0.0085, 0.0337, -0.0812], [0.1113, 0.0473, 0.1616], [-0.0589, -0.0189, -0.0651], [0.0392, -0.0248, 0.0349], [-0.0145, 0.0117, -0.0189], [-0.0194, -0.0281, 0.0007], [-0.0361, 0.0318, 0.0312], [-0.0202, 0.0139, -0.0053], [0.0507, 0.2456, -0.1561], [0.0279, -0.0172, -0.0203], [-0.0580, 0.0325, 0.0419], [0.0309, -0.0263, 0.0399], [0.0140, -0.0125, -0.0532], [0.0263, 0.0176, -0.0260], [0.0061, -0.0061, 0.0079], [-0.0031, -0.0003, -0.0080], [-0.0061, -0.0003, 0.0053], [0.0045, -0.0059, -0.0103], [-0.0255, -0.0062, 0.0228], [-0.0299, 0.0151, 0.0229], [0.0127, -0.0034, -0.0045], [0.0000, -0.0064, -0.0068], [0.0022, 0.0071, 0.0044], [-0.0101, -0.0086, -0.0038], [0.0075, -0.0119, 0.0024], [0.0146, -0.0197, 0.0019], [0.0325, 0.0160, -0.0735], [0.0246, -0.0534, -0.0440], [-0.0353, 0.0148, 0.0904], [0.0005, 0.0352, -0.0154], [0.0377, -0.0243, -0.0354], [-0.0059, -0.0154, -0.0273], [0.0180, 0.0069, 0.0043], [-0.0091, -0.0057, -0.0041], [0.0003, 0.0048, 0.0002], [0.0075, 0.0016, -0.0078], [0.0022, 0.0089, 0.0166], [-0.0300, 0.0971, -0.0375], [0.0453, -0.0010, 0.0106], [-0.0065, -0.0074, 0.0230], [0.0016, 0.0009, -0.0223], [-0.0064, -0.0018, 0.0180], [0.0196, -0.0050, 0.0123], [-0.0085, 0.0079, 0.0006], [-0.0079, 0.0067, 0.0108], [-0.0134, 0.0014, -0.0057], [-0.0058, -0.0002, 0.0076], [-0.0036, 0.0004, -0.0031], [-0.0029, -0.0058, -0.0001], [0.0015, 0.0029, -0.0015], [-0.0082, -0.0141, -0.0100], [0.2281, 0.2812, -0.2118], [0.0097, 0.0096, 0.0011], [-0.0039, -0.0006, -0.0010], [0.0031, -0.0005, 0.0014], [-0.0016, 0.0034, 0.0098], [-0.0048, 0.0106, 0.0169], [0.0003, 0.0111, 0.0029], [-0.0131, 0.0053, 0.0023], [-0.0005, 0.0072, -0.0006], [-0.0005, 0.0018, 0.0005], [0.0014, -0.0004, -0.0009], [0.0003, -0.0005, -0.0009], [0.0076, -0.0122, -0.0022], [0.0025, -0.0107, -0.0031], [-0.0006, -0.0009, 0.0031], [0.0001, 0.0023, -0.0031], [-0.0025, 0.0027, 0.0025], [-0.0007, -0.0030, 0.0010], [-0.0088, 0.0074, 0.0060], [-0.0015, 0.0055, 0.0066], [-0.0137, -0.0093, 0.0141], [-0.0059, -0.0046, 0.0033], [-0.0013, -0.0004, 0.0019], [-0.0020, -0.0020, 0.0026], [-0.0001, 0.0009, -0.0005], [0.0032, 0.0004, -0.0043], [-0.0014, -0.0025, 0.0063], [0.0058, -0.0011, 0.0028], [-0.0006, 0.0026, 0.0012], [-0.0029, 0.0000, 0.0020], [-0.0037, 0.0018, -0.0001], [0.0248, -0.0352, -0.0338], [-0.0433, 0.0400, 0.0570], [-0.0098, -0.0244, -0.0006], [0.0479, 0.0389, -0.0482], [0.0720, -0.1236, 0.0921], [-0.0467, 0.1721, -0.1279], [0.0042, 0.0403, 0.0262], [0.0062, 0.0262, -0.0083], [-0.0100, 0.0237, -0.0049], [-0.0370, -0.0140, 0.0196], [-0.0125, -0.0231, 0.0089], [0.0006, 0.0009, 0.0025], [0.0002, 0.0049, 0.0032], [-0.0103, 0.0116, 0.0214], [0.0083, -0.0104, -0.0260], [0.0002, 0.0041, -0.0012], [0.0027, 0.0125, -0.0045], [0.0037, -0.0013, 0.0002], [0.0277, -0.0183, 0.0107], [0.0029, -0.0058, 0.0039], [0.0092, -0.0099, 0.0012], [-0.0085, 0.0004, -0.0059], [0.0278, 0.0059, 0.0030], [-0.0067, 0.0065, -0.0156], [0.0072, 0.0069, 0.0388], [0.2151, 0.0135, -0.1392], [-0.2543, 0.1716, -0.1848], [0.3151, 0.1100, 0.1258], [-0.1022, 0.0118, 0.0303], [0.0327, -0.0847, 0.0291]]
}